No. 1
A 2-piece molecular cluster, H3O2 overall. Source: the Open Molecules 2025 dataset; level of theory: ωB97M-V/def2-TZVPD.

```
5
Properties=species:S:1:pos:R:3:nbo_charge:R:1
O -0.9003 -0.8973 0.6302 -1.0371
H -0.9548 -0.1421 1.2246 0.4472
O 0.9584 0.5398 -0.5009 -1.3402
H 1.1393 1.0219 -1.3128 0.4015
H -0.2427 -0.5223 -0.0411 0.5286
```

Properties
E_LUMO ... 5.59 eV
Total charge ... -1
E ... -4143.7076 eV
Energy above the lowest of the compared OMol25 structures with the same formula, charge and spin ... 0.120 eV
E_HOMO ... -0.104 Eh
Orbital gap ... 8.42 eV



No. 2
A single H3O2PS4 molecule at a distorted geometry. Source: the Open Molecules 2025 dataset; level of theory: ωB97M-V/def2-TZVPD.

```
10
Properties=species:S:1:pos:R:3:nbo_charge:R:1
O -2.1360 -0.9144 -0.9640 -0.9654
S -2.6856 -0.2951 0.2341 1.0311
S -1.0747 -0.0849 1.5141 -0.3065
P 0.1869 -0.0971 -0.2051 0.9308
O -0.3029 1.3952 -0.6918 -0.9953
S 2.0601 0.4567 0.7804 -0.2192
S 3.3052 -0.9475 -0.0272 -0.1153
H -2.6605 0.9392 -0.0594 0.0210
H -0.0803 1.3677 -1.5897 0.4868
H 3.3879 -1.8197 1.0088 0.1320
```

Properties
E_LUMO ... 0.11 eV
E ... -56773.0745 eV
Energy above the lowest of the compared OMol25 structures with the same formula, charge and spin ... 1.171 eV
E_HOMO ... -0.337 Eh
Orbital gap ... 9.28 eV
SMILES string ... O=[SH]#S#P(O)SS



No. 3
A 2-piece molecular cluster, H3O6 overall at a distorted geometry. Source: the Open Molecules 2025 dataset; level of theory: ωB97M-V/def2-TZVPD.

```
9
Properties=species:S:1:pos:R:3:nbo_charge:R:1
O -1.6358 0.2569 0.1685 -0.2310
O 1.2683 -0.2094 0.5787 -0.4308
O -0.9041 -0.9096 -0.0308 -0.3655
O -0.0864 1.3390 -0.3793 0.0821
O 1.5984 0.1261 -0.8165 0.0817
O 0.4473 0.6703 -1.1918 0.2925
H -1.2397 0.4782 1.0418 0.5134
H 2.1539 -0.3114 1.1400 0.5397
H -1.6020 -1.4400 -0.5107 0.5177
```

Properties
E_LUMO (alpha / beta) ... -8.45 / -8.17 eV
Total charge ... +1
E ... -12310.9663 eV
Energy above the lowest of the compared OMol25 structures with the same formula, charge and spin ... 1.118 eV
E_HOMO (alpha / beta) ... -0.605 / -0.614 Eh
Orbital gap (alpha / beta) ... 8.00 / 8.54 eV



No. 4
A 2-piece molecular cluster, H3O7 overall at a distorted geometry. Source: the Open Molecules 2025 dataset; level of theory: ωB97M-V/def2-TZVPD.

```
10
Properties=species:S:1:pos:R:3:nbo_charge:R:1
O 2.4980 -0.7458 0.2968 -0.3896
O -1.6959 0.9446 0.7162 -0.2683
O -2.0356 -0.6376 -0.7727 -0.3446
O 2.2054 0.6651 0.4466 0.0296
O 1.2273 1.1055 -0.4549 0.2474
O 0.4106 0.2450 -0.7837 -0.0498
O -1.2263 -0.1926 0.2251 0.2388
H 3.0265 -0.9196 1.0491 0.4998
H -2.5597 1.0749 0.2693 0.5109
H -1.8503 -1.5394 -0.9919 0.5258
```

Properties
E_LUMO (alpha / beta) ... -8.31 / -6.89 eV
Total charge ... +1
E ... -14356.5492 eV
E_HOMO (alpha / beta) ... -0.556 / -0.580 Eh
Orbital gap (alpha / beta) ... 6.82 / 8.88 eV



No. 5
H3OPS as an isolated structure at a distorted geometry. Source: the Open Molecules 2025 dataset; level of theory: ωB97M-V/def2-TZVPD.

```
6
Properties=species:S:1:pos:R:3:nbo_charge:R:1
O -1.2338 -1.0011 -0.1829 -0.9756
P -0.6391 0.5011 -0.0190 0.7984
S 1.3117 -0.0642 0.7255 -0.3932
H -0.6042 -1.6532 -0.2613 0.4869
H -0.6129 1.1683 -1.6699 -0.0958
H 1.7784 1.0492 1.4075 0.1794
```

Properties
E_LUMO ... 0.47 eV
E ... -22219.1482 eV
Energy above the lowest of the compared OMol25 structures with the same formula, charge and spin ... 1.189 eV
E_HOMO ... -0.321 Eh
Orbital gap ... 9.19 eV



No. 6
H3OPS as an isolated structure at a distorted geometry. Source: the Open Molecules 2025 dataset; level of theory: ωB97M-V/def2-TZVPD.

```
6
Properties=species:S:1:pos:R:3:nbo_charge:R:1
O -0.6752 -0.6584 0.7602 -1.0066
P 0.0479 0.3942 -0.1860 1.1867
S 0.4824 -0.2770 -1.9367 -0.5706
H -0.0663 -1.7536 0.7877 0.5282
H 1.1011 0.8855 0.5946 -0.0771
H -0.8898 1.4093 -0.0198 -0.0606
```

Properties
E_LUMO ... -0.09 eV
E ... -22219.5806 eV
Energy above the lowest of the compared OMol25 structures with the same formula, charge and spin ... 0.757 eV
E_HOMO ... -0.339 Eh
Orbital gap ... 9.12 eV



No. 7
A 2-piece molecular cluster, H3OS2 overall at a distorted geometry. Source: the Open Molecules 2025 dataset; level of theory: ωB97M-V/def2-TZVPD.

```
6
Properties=species:S:1:pos:R:3:nbo_charge:R:1
O -0.1242 1.6065 1.5535 -0.9770
H 0.0378 0.8600 0.9125 0.4976
S 0.9967 -1.2048 0.2265 -0.7504
S 0.3970 -1.0768 -1.7767 -0.2882
H -0.8495 1.9345 0.9859 0.4399
H -0.4578 -2.1194 -1.9018 0.0781
```

Properties
E_LUMO ... 3.74 eV
Total charge ... -1
E ... -23768.0145 eV
Energy above the lowest of the compared OMol25 structures with the same formula, charge and spin ... 0.247 eV
E_HOMO ... -0.093 Eh
Orbital gap ... 6.26 eV



Among the records above, which one has the highest E? H3O2



Among the records above, which one has the lowest E? H3O2PS4



E of number 6 (H3OPS)? -22219.5806 eV



The highest E belongs to which entry? H3O2